Computed, not measured: 4 unconnected molecules or ions with the total composition C24H43N4O8S3, with ωB97M-V/def2-TZVPD.

```
82
Properties=species:S:1:pos:R:3:mulliken_charge:R:1
C 5.56619 0.92762 2.46723 -0.188
C 4.58464 1.14007 1.82316 -0.209
N 3.64772 1.20891 0.83546 0.302
C 2.94031 2.29474 0.49521 -0.138
N 2.17047 1.94009 -0.50693 0.475
O 1.27803 2.70732 -1.17520 -0.430
C 0.15878 3.15296 -0.34951 -0.675
C -0.38305 2.13413 0.62622 -0.428
N -1.06050 1.03667 -0.05271 -0.084
C -0.63507 -0.32088 0.32538 -0.200
C -1.83717 -1.26183 0.53647 1.588
C -1.91573 -2.32156 -0.54782 -1.802
O -1.68870 -1.98974 1.76009 -0.688
C 2.36889 0.62678 -0.83894 -0.658
C 3.29892 0.14646 0.01457 0.218
C 3.87361 -1.21755 0.10674 -0.940
C 5.32175 -1.28674 -0.34758 -0.180
N 5.76895 -0.81566 -1.42831 -0.529
H 6.36387 0.75867 3.15291 0.433
H 2.98501 3.26977 0.94288 0.514
H -0.62003 3.34771 -1.08128 0.391
H 0.39381 4.10525 0.12776 0.320
H 0.36957 1.78169 1.33652 0.265
H -1.10317 2.69727 1.22640 0.454
H -2.03610 1.09623 0.21257 -0.185
H -0.00949 -0.35011 1.22179 0.308
H -0.03870 -0.74475 -0.48624 -0.100
H -2.75778 -0.68152 0.58275 -0.592
H -2.22730 -1.90051 -1.50098 0.355
H -0.92717 -2.76558 -0.67014 0.416
H -2.57905 -3.11875 -0.22550 0.393
H -2.13762 -1.50655 2.45904 0.351
H 1.81416 0.16032 -1.63044 0.607
H 3.75454 -1.59994 1.11988 0.428
H 3.26504 -1.86289 -0.52624 0.315
H 6.00842 -1.80651 0.31403 0.456
H 4.99914 -0.36790 -1.93686 0.204
C 7.33042 1.75948 -3.20530 -0.329
C 6.97745 1.81425 -4.69989 -0.721
C 7.63585 3.07176 -5.28188 -0.661
S 9.09191 3.38773 -4.26983 1.135
O 8.90085 4.62964 -3.56579 -0.650
O 10.28204 3.14582 -5.03832 -0.653
C 8.82651 2.03853 -3.12112 -0.820
H 7.08251 0.79719 -2.76386 0.261
H 6.77945 2.53524 -2.66559 0.290
H 7.37049 0.92614 -5.19744 0.329
H 5.90015 1.83004 -4.86272 0.345
H 7.95484 2.94321 -6.31251 0.367
H 6.99035 3.94381 -5.20111 0.349
H 9.16450 2.34419 -2.13412 0.421
H 9.41204 1.18916 -3.47087 0.376
C -7.14242 1.96837 -0.54507 -0.611
C -7.10182 0.48319 -0.15512 -0.744
C -5.63576 0.03391 -0.20998 0.145
S -4.65968 1.50421 0.12996 1.291
O -3.89067 1.84334 -1.04313 -0.668
O -3.99410 1.37495 1.41031 -0.639
C -6.03207 2.64144 0.25661 -0.797
H -8.11013 2.41712 -0.33076 0.376
H -6.94926 2.07935 -1.61385 0.298
H -7.48630 0.35950 0.85829 0.273
H -7.71722 -0.12462 -0.81494 0.398
H -5.40114 -0.72324 0.53619 -0.320
H -5.35305 -0.31946 -1.19983 0.413
H -5.72723 3.61037 -0.13141 0.429
H -6.29416 2.72334 1.31125 0.353
C -5.36256 -5.57442 3.95085 -0.547
C -4.63668 -4.56095 4.84692 -0.703
C -4.14844 -3.42032 3.94373 -0.593
S -5.29574 -3.35548 2.55845 1.308
O -4.58502 -3.69711 1.35143 -0.629
O -6.07518 -2.14433 2.62780 -0.723
C -6.29055 -4.75583 3.05854 -0.844
H -5.91834 -6.30566 4.53455 0.359
H -4.63832 -6.11372 3.33717 0.286
H -5.33134 -4.17015 5.59226 0.300
H -3.80580 -5.01730 5.38180 0.339
H -4.15924 -2.45588 4.44620 0.389
H -3.15931 -3.61848 3.53333 0.288
H -6.63019 -5.28412 2.17116 0.413
H -7.14285 -4.36797 3.61532 0.357
```

F_max = 0.82 eV/Å
molecular weight = 611.829 g/mol
Kohn-Sham gap = 8.2 eV
total energy = -2955.3609 Ha
net charge = +1
HOMO level = -11.502 eV